No. 1
This record from OMol25 describes an isolated ion of composition C7H13N2S3 and charge +1. The level of theory is ωB97M-V/def2-TZVPD.

DFT total energy	-1578.24582	Eh
HOMO level	-0.4552	Eh
SMILES	CC1=C(S)[C@@H](C)[NH2+][C@]2(S)S[C@]12N
frontier orbital gap	0.3097	hartree
molar mass	221.4	g/mol
relative energy (zero: lowest compared OMol25 entry of this formula, charge and spin)	0.00	kJ/mol
total charge	+1
multiplicity	1

The geometry in XYZ format:
```
25
C7H13N2S3 (ωB97M-V/def2-TZVPD)
C -1.87487 0.36214 2.09600
C -0.92321 0.08831 0.89657
C -0.88880 0.93662 -0.12078
S -1.68541 2.47283 -0.25215
C 0.18696 0.58024 -1.53180
C 0.47514 1.82875 -2.30586
N 1.35311 -0.20885 -0.97536
C 0.88312 -1.38523 -0.13849
S 2.45065 -2.34119 0.31654
S -0.46790 -2.40115 -0.72791
C -0.10444 -1.07893 0.84289
N 0.01022 -1.68451 2.12187
H -2.62100 1.30132 1.95101
H -1.19435 0.50484 2.94040
H -2.37796 -0.63852 2.19217
H -0.59539 3.25718 -0.15307
H -0.32230 -0.25220 -2.11929
H 1.17584 1.77326 -3.16089
H 0.86457 2.67562 -1.61523
H -0.48003 2.20496 -2.74694
H 1.98866 -0.75655 -1.57361
H 1.91384 0.42357 -0.24433
H 2.55594 -3.43111 -0.46025
H -0.81525 -1.71355 2.69744
H 0.49284 -2.51783 2.07109
```

---

No. 2
This record from OMol25 describes C5H10O in the gas phase. The level of theory is ωB97M-V/def2-TZVPD.

DFT total energy	-271.71375	Eh
HOMO level	-0.3684	Eh
SMILES	C[C@@H](O)C1CC1
frontier orbital gap	0.4081	hartree
molar mass	86.1	g/mol
relative energy (zero: lowest compared OMol25 entry of this formula, charge and spin)	102.04	kJ/mol
multiplicity	1

The geometry in XYZ format:
```
16
C5H10O (ωB97M-V/def2-TZVPD)
C -1.97000 0.27119 0.40715
C -0.71232 0.60510 -0.38340
O -0.11226 1.71512 0.25905
C 0.28428 -0.54010 -0.50998
C 1.77347 -0.30176 -0.46042
C 1.08299 -1.02672 0.66080
H -1.72365 -0.00568 1.43778
H -2.62117 1.15211 0.43722
H -2.52130 -0.55175 -0.05998
H -1.02225 0.88003 -1.40720
H 0.74932 1.82953 -0.15735
H -0.01893 -1.30172 -1.22716
H 2.18186 0.67481 -0.20381
H 2.39568 -0.84315 -1.16540
H 1.25122 -2.09205 0.78613
H 0.98307 -0.46497 1.58657
```

---

No. 3
This record from OMol25 describes C12H10BrF3O2V as an isolated structure. The level of theory is ωB97M-V/def2-TZVPD.

DFT total energy	-4431.41976	Eh
HOMO level (spin up / spin down)	-0.1662 / -0.1689	Eh
frontier orbital gap (spin up / spin down)	0.2523 / 0.2565	hartree
molar mass	374.1	g/mol
relative energy (zero: lowest compared OMol25 entry of this formula, charge and spin)	0.00	kJ/mol
total charge	-1
multiplicity	3

The geometry in XYZ format:
```
29
C12H10BrF3O2V (ωB97M-V/def2-TZVPD)
C -2.02611 -0.39394 -0.92383
C -1.92732 -0.98337 0.36624
C -1.59431 0.02136 1.29300
H -2.24209 -1.99156 0.59574
C -1.36443 1.23600 0.60960
C -1.74651 1.04101 -0.76918
H -1.93907 1.84510 -1.46161
H -2.42232 -0.91330 -1.79543
H -1.73716 -0.07162 2.35957
H -1.10099 2.18655 1.07483
V 0.24759 0.27293 -1.08402
Br 2.13202 0.65527 0.43804
C 1.76181 0.74451 -2.47387
C 0.57947 1.52481 -2.72536
C -0.43160 0.60869 -3.15131
H 0.52687 2.59646 -2.80322
C 0.04339 -0.72431 -2.97708
C 1.40298 -0.65179 -2.54957
H 2.05550 -1.49550 -2.36423
H 2.72550 1.14923 -2.22658
H -1.35839 0.89080 -3.63908
H -0.49892 -1.63165 -3.22423
F 2.10286 -0.05380 5.16822
C 1.56038 -1.05191 4.42053
F 2.48879 -2.03080 4.24029
F 0.51568 -1.61014 5.14197
C 0.92205 -0.49869 3.08269
O 0.53146 0.69134 3.19907
O 0.79285 -1.36169 2.17880
```

---

No. 4
This record from OMol25 describes a 2-piece molecular cluster, C4H10N2O2 overall. The level of theory is ωB97M-V/def2-TZVPD.

DFT total energy	-418.44338	Eh
HOMO level	-0.3655	Eh
SMILES	CC(N)=O.CC(N)=O
frontier orbital gap	0.3878	hartree
molar mass	118.1	g/mol
relative energy (zero: lowest compared OMol25 entry of this formula, charge and spin)	46.16	kJ/mol
multiplicity	1

The geometry in XYZ format:
```
18
C4H10N2O2 (ωB97M-V/def2-TZVPD)
C 2.23683 -0.26480 -0.43008
C 1.51938 -1.58193 -0.27607
N 0.82236 -1.73944 0.88087
O 1.59503 -2.46061 -1.11013
H 3.29611 -0.49565 -0.43328
H 1.99637 0.46613 0.34447
H 1.94950 0.17411 -1.38586
H 0.34142 -2.62863 1.01522
H 0.54598 -1.00958 1.52050
C -1.01162 1.51410 -0.84119
C -1.52971 1.33101 0.55828
N -2.44938 0.31078 0.70186
O -1.16815 1.99687 1.50566
H -0.38253 2.38565 -0.94862
H -1.81587 1.54794 -1.57039
H -0.50901 0.57692 -1.10485
H -2.94166 0.27792 1.57495
H -2.49504 -0.40082 -0.00133
```

---

No. 5
This record from OMol25 describes C6H13O7Tl as an isolated structure. The level of theory is ωB97M-V/def2-TZVPD.

DFT total energy	-934.70025	Eh
HOMO level	-0.6480	Eh
frontier orbital gap	0.1160	hartree
molar mass	401.5	g/mol
relative energy (zero: lowest compared OMol25 entry of this formula, charge and spin)	0.00	kJ/mol
total charge	+2
multiplicity	1

The geometry in XYZ format:
```
27
C6H13O7Tl (ωB97M-V/def2-TZVPD)
Tl -2.00245 1.05139 -0.62559
O -1.10674 -1.51881 -0.92338
H -0.49021 -2.24726 -1.15191
C 2.66108 2.40759 -2.21981
O 2.35516 1.34657 -3.13932
C 1.25708 0.68132 -3.04642
O 0.31693 0.86670 -2.29636
O 1.30912 -0.36800 -3.87727
C 0.33357 -1.35465 -3.74153
H 3.65149 2.75366 -2.49069
H 2.62571 2.03663 -1.19626
H 1.95207 3.22952 -2.32343
H -0.70527 -1.04603 -3.88767
H 0.37787 -1.78930 -2.72022
H 0.54263 -2.16765 -4.43363
C -2.29326 1.15774 4.54128
O -1.24153 0.20016 4.32950
C -1.02419 -0.18311 3.08628
O -1.52504 0.26850 2.09163
O -0.16753 -1.18427 3.15635
C 0.10080 -1.93749 2.00393
H -2.06554 2.07943 3.98809
H -2.22900 1.45688 5.58057
H -3.20669 0.72286 4.13871
H 0.85412 -2.66784 2.29111
H 0.53869 -1.34664 1.19106
H -0.81887 -2.44790 1.67496
```

---

Look up the DFT total energy of the fourth one. -418.44338 Eh

---

Copy entry 3 word for word.
This record from OMol25 describes C12H10BrF3O2V as an isolated structure. The level of theory is ωB97M-V/def2-TZVPD.

DFT total energy	-4431.41976	Eh
HOMO level (spin up / spin down)	-0.1662 / -0.1689	Eh
frontier orbital gap (spin up / spin down)	0.2523 / 0.2565	hartree
molar mass	374.1	g/mol
relative energy (zero: lowest compared OMol25 entry of this formula, charge and spin)	0.00	kJ/mol
total charge	-1
multiplicity	3

The geometry in XYZ format:
```
29
C12H10BrF3O2V (ωB97M-V/def2-TZVPD)
C -2.02611 -0.39394 -0.92383
C -1.92732 -0.98337 0.36624
C -1.59431 0.02136 1.29300
H -2.24209 -1.99156 0.59574
C -1.36443 1.23600 0.60960
C -1.74651 1.04101 -0.76918
H -1.93907 1.84510 -1.46161
H -2.42232 -0.91330 -1.79543
H -1.73716 -0.07162 2.35957
H -1.10099 2.18655 1.07483
V 0.24759 0.27293 -1.08402
Br 2.13202 0.65527 0.43804
C 1.76181 0.74451 -2.47387
C 0.57947 1.52481 -2.72536
C -0.43160 0.60869 -3.15131
H 0.52687 2.59646 -2.80322
C 0.04339 -0.72431 -2.97708
C 1.40298 -0.65179 -2.54957
H 2.05550 -1.49550 -2.36423
H 2.72550 1.14923 -2.22658
H -1.35839 0.89080 -3.63908
H -0.49892 -1.63165 -3.22423
F 2.10286 -0.05380 5.16822
C 1.56038 -1.05191 4.42053
F 2.48879 -2.03080 4.24029
F 0.51568 -1.61014 5.14197
C 0.92205 -0.49869 3.08269
O 0.53146 0.69134 3.19907
O 0.79285 -1.36169 2.17880
```

---

Which of these has the highest relative energy (zero: lowest compared OMol25 entry of this formula, charge and spin)? C5H10O

---

Please write out number 4 again, unchanged.
This record from OMol25 describes a 2-piece molecular cluster, C4H10N2O2 overall. The level of theory is ωB97M-V/def2-TZVPD.

DFT total energy	-418.44338	Eh
HOMO level	-0.3655	Eh
SMILES	CC(N)=O.CC(N)=O
frontier orbital gap	0.3878	hartree
molar mass	118.1	g/mol
relative energy (zero: lowest compared OMol25 entry of this formula, charge and spin)	46.16	kJ/mol
multiplicity	1

The geometry in XYZ format:
```
18
C4H10N2O2 (ωB97M-V/def2-TZVPD)
C 2.23683 -0.26480 -0.43008
C 1.51938 -1.58193 -0.27607
N 0.82236 -1.73944 0.88087
O 1.59503 -2.46061 -1.11013
H 3.29611 -0.49565 -0.43328
H 1.99637 0.46613 0.34447
H 1.94950 0.17411 -1.38586
H 0.34142 -2.62863 1.01522
H 0.54598 -1.00958 1.52050
C -1.01162 1.51410 -0.84119
C -1.52971 1.33101 0.55828
N -2.44938 0.31078 0.70186
O -1.16815 1.99687 1.50566
H -0.38253 2.38565 -0.94862
H -1.81587 1.54794 -1.57039
H -0.50901 0.57692 -1.10485
H -2.94166 0.27792 1.57495
H -2.49504 -0.40082 -0.00133
```